Entry from the Open Molecules 2025 dataset: a molecular structure, C7H28BeN14O11S in a non-equilibrium geometry (ωB97M-V/def2-TZVPD).

Values from the calculation:
Energy above the lowest of the compared OMol25 structures with the same formula, charge and spin: 1167.7 kJ/mol
Highest occupied orbital energy: -9.523 eV
Orbital gap: 0.0973 Ha
Lowest unoccupied orbital energy: -0.2527 Eh

ORCA input file:
```
! RIJCOSX wB97M-V def2-TZVPD def2/J DEFGRID3
* xyz 0 1
Be -0.84 1.51 4.55
S 0.12 0.24 0.80
O -0.48 0.56 -0.48
O -0.91 -0.24 1.76
O 1.06 -0.87 0.72
O 0.68 1.36 1.48
C -3.27 4.26 1.21
O -2.47 4.15 2.16
N -3.91 5.34 1.11
N -3.82 3.37 0.45
H -3.60 5.97 1.83
H -4.49 5.52 0.30
H -4.61 3.66 -0.10
H -3.51 2.42 0.60
C -4.77 -1.47 -0.35
O -5.76 -2.19 -0.64
N -3.73 -1.40 -1.09
N -4.55 -0.93 0.76
H -2.91 -0.85 -0.90
H -3.91 -2.04 -1.85
H -5.26 -0.95 1.48
H -3.59 -0.67 0.90
C 3.81 -0.35 4.55
O 2.83 0.25 4.44
N 4.58 -0.21 5.55
N 4.29 -1.19 3.64
H 4.11 0.40 6.20
H 5.56 -0.42 5.41
H 5.13 -1.72 3.79
H 3.66 -1.16 2.86
C 0.73 -3.17 -3.90
O 0.74 -3.96 -4.84
N 0.01 -2.05 -3.78
N 1.42 -3.29 -2.77
H 0.21 -1.50 -2.96
H -0.48 -1.79 -4.62
H 2.01 -4.10 -2.72
H 1.25 -2.64 -2.01
C -0.59 -5.54 1.25
O -0.70 -6.75 1.07
N 0.57 -4.90 1.36
N -1.55 -4.69 1.40
H 0.73 -3.92 1.20
H 1.47 -5.35 1.42
H -1.40 -3.70 1.45
H -2.45 -5.14 1.50
C -0.36 3.84 -3.68
O -0.08 4.56 -4.63
N -0.37 2.51 -3.77
N -0.53 4.18 -2.44
H -0.38 2.02 -2.88
H -0.25 2.06 -4.66
H -0.80 3.44 -1.80
H -0.33 5.11 -2.10
C 4.36 1.66 -1.34
O 5.36 1.83 -2.06
N 3.93 2.50 -0.39
N 3.61 0.63 -1.49
H 4.32 3.43 -0.30
H 3.23 2.11 0.22
H 2.97 0.39 -0.75
H 3.94 -0.12 -2.09
*
```